Here is a 11-piece molecular cluster, C52H125N13O22P4 overall at a distorted geometry from OMol25. Energies are from the ωB97M-V functional and the def2-TZVPD basis.

Geometry as XYZ:
```
216
Properties=species:S:1:pos:R:3:forces:R:3:lowdin_charge:R:1
C 1.0767 4.8121 -8.7288 -0.287 1.195 1.253 -0.099
N 1.3887 4.0577 -7.5077 -1.202 -0.399 -0.994 -0.289
C 1.7970 2.6679 -7.7595 1.907 0.446 1.800 -0.100
P 1.6242 4.8725 -6.0611 0.770 -1.806 0.461 0.551
O 0.9139 6.1560 -5.8814 0.441 0.024 -0.901 -0.278
N 1.1662 3.7081 -4.9376 1.048 0.314 0.436 -0.271
C -0.1447 3.0937 -5.0257 -0.439 0.313 -0.693 -0.103
C 1.8068 3.7218 -3.6027 0.667 -0.557 -0.957 -0.082
N 3.3164 4.9858 -5.9131 -0.918 0.641 0.423 -0.299
C 3.9156 6.2299 -6.3659 0.320 0.035 -0.232 -0.127
C 4.2355 3.8615 -5.8203 -0.199 0.457 -0.124 -0.128
H 1.1067 4.1735 -9.6029 -0.146 0.009 -0.021 0.073
H 1.7407 5.6750 -8.8577 0.321 -0.282 -0.239 0.072
H 0.1086 5.2935 -8.5604 -0.200 -0.268 -0.575 0.076
H 2.8861 2.6210 -7.6320 0.224 -0.065 -0.719 0.064
H 1.5707 2.2680 -8.7410 -0.542 0.226 0.037 0.085
H 1.5592 1.9971 -6.9326 -0.892 0.043 -0.241 0.035
H -0.4402 2.6051 -4.0990 0.243 0.114 0.142 0.071
H -0.9114 3.8402 -5.2597 -0.098 -0.074 0.060 0.079
H -0.1776 2.3490 -5.8284 -0.010 -0.036 0.039 0.066
H 1.7702 4.6537 -3.0378 -0.601 0.001 0.010 0.080
H 1.4001 2.8635 -3.0738 -0.061 0.276 0.431 0.073
H 2.8700 3.5199 -3.7521 -0.026 -0.061 0.178 0.051
H 3.2288 7.0546 -6.1899 0.138 0.062 0.105 0.071
H 4.8848 6.4016 -5.8881 -0.227 0.060 0.497 0.078
H 4.1909 6.2339 -7.4306 -0.330 -0.230 -0.164 0.077
H 4.9403 4.0459 -5.0035 -0.044 -0.146 0.136 0.085
H 4.8426 3.7927 -6.7293 -0.123 -0.230 -0.118 0.085
H 3.6818 2.9422 -5.6475 0.216 -0.100 0.032 0.043
C 0.6365 -5.7217 -0.5300 0.090 1.324 1.458 -0.121
N 0.2701 -4.7135 -1.5205 -1.054 -1.055 -0.732 -0.307
C 1.2584 -3.6620 -1.7973 -1.679 -0.285 0.099 -0.076
P -1.3743 -4.3862 -1.7353 0.705 -1.542 -2.545 0.586
O -1.9387 -3.4682 -0.7467 -0.827 0.524 -0.070 -0.262
N -1.4967 -3.9563 -3.4162 1.420 0.845 1.916 -0.308
C -0.6560 -4.6290 -4.3704 0.001 -0.404 -0.608 -0.147
C -2.6972 -3.3538 -3.9759 -0.002 -0.570 0.865 -0.091
N -2.1533 -5.8833 -1.7816 -0.145 -0.066 1.054 -0.304
C -1.6226 -7.0765 -2.4000 0.496 -0.085 -0.672 -0.134
C -3.5337 -5.9947 -1.2791 0.677 0.479 1.005 -0.096
H 1.4327 -6.4168 -0.7998 -0.240 -0.146 -0.586 0.082
H -0.2384 -6.2086 -0.1012 -0.037 -0.383 -0.562 0.080
H 1.0174 -5.1981 0.3604 0.232 0.095 -0.042 0.071
H 2.1905 -4.1405 -2.0823 0.276 0.329 0.172 0.083
H 1.2586 -3.0116 -0.9199 0.887 0.093 -0.048 0.071
H 0.8543 -3.0849 -2.6314 0.379 0.073 -0.073 0.062
H -1.2670 -5.3176 -4.9716 0.158 0.040 -0.162 0.081
H -0.1634 -3.9160 -5.0434 -0.104 0.001 -0.052 0.081
H 0.1316 -5.2318 -3.9197 -0.125 0.153 0.231 0.070
H -2.8763 -2.3845 -3.5121 -0.179 0.037 -0.167 0.078
H -2.5772 -3.2717 -5.0543 -0.002 0.224 0.020 0.082
H -3.5405 -4.0258 -3.7660 -0.260 0.241 -0.237 0.080
H -0.5315 -7.1032 -2.3979 -0.017 0.277 0.061 0.064
H -1.9160 -8.0094 -1.9132 -0.296 0.229 0.311 0.084
H -1.9186 -7.1621 -3.4515 -0.118 -0.043 -0.040 0.076
H -4.0148 -6.8838 -1.6760 -0.055 0.118 -0.245 0.078
H -4.1171 -5.0893 -1.4465 -0.048 -0.109 -0.448 0.069
H -3.5106 -6.0724 -0.1872 -0.122 -0.266 0.044 0.079
C -0.0727 2.5464 5.0348 -0.155 -0.069 0.833 -0.110
N 0.5860 3.6103 5.7863 -0.505 1.095 0.135 -0.303
C -0.2589 4.7779 6.0716 -0.381 -0.712 0.022 -0.097
P 2.0632 3.4090 6.5389 -0.632 -1.134 0.098 0.524
O 2.5477 4.5485 7.3514 -0.461 -0.143 -0.772 -0.282
N 1.7943 1.9629 7.3841 0.645 -0.628 -1.126 -0.295
C 0.6120 1.7959 8.2045 -0.303 0.543 0.725 -0.108
C 2.9562 1.2007 7.8388 0.657 0.739 0.555 -0.110
N 3.1103 2.9567 5.3244 0.084 -0.080 0.103 -0.304
C 3.7840 4.0099 4.5545 -0.275 -0.891 0.393 -0.088
C 3.0980 1.6699 4.6518 0.918 0.297 0.264 -0.148
H -0.8500 2.0661 5.6428 0.111 -0.191 0.194 0.073
H 0.6575 1.7909 4.7740 -0.145 -0.057 -0.310 0.048
H -0.6417 2.8976 4.1722 0.549 0.304 -0.281 0.082
H -1.1443 4.6720 5.4415 0.198 0.398 -0.360 0.070
H 0.2748 5.7050 5.8827 -0.139 0.083 0.057 0.078
H -0.7029 4.7772 7.0729 0.446 0.060 0.237 0.078
H 0.7020 2.3043 9.1729 0.087 0.217 -0.018 0.086
H -0.2784 2.1982 7.7243 0.108 0.040 -0.137 0.064
H 0.3896 0.7649 8.4877 0.334 -0.246 -0.542 0.078
H 2.6543 0.2526 8.2792 -0.125 0.075 0.100 0.083
H 3.7261 0.9813 7.0950 -0.527 0.052 -0.499 0.060
H 3.5267 1.8093 8.5520 -0.153 -0.318 0.475 0.086
H 3.6872 4.9214 5.1378 0.278 0.243 -0.360 0.074
H 4.8237 3.7129 4.3924 0.162 0.254 0.279 0.080
H 3.3554 4.0693 3.5495 -0.279 0.371 0.073 0.080
H 2.7600 1.7342 3.6124 -0.404 -0.001 0.089 0.078
H 2.5546 0.9366 5.2411 -0.137 -0.052 -0.251 0.064
H 4.1476 1.3544 4.5912 -0.031 -0.268 -0.036 0.069
C 2.5295 -4.9616 4.0657 -0.231 0.689 -0.287 -0.103
N 3.6829 -4.6732 3.2170 -0.669 -0.315 0.137 -0.294
C 4.8665 -5.4443 3.5375 0.797 0.366 0.485 -0.105
P 3.6660 -3.3471 2.2094 1.365 0.421 1.059 0.533
O 2.3431 -2.9475 1.6927 -0.400 -0.745 -0.540 -0.279
N 4.2963 -2.1016 3.1249 1.189 0.241 0.025 -0.296
C 4.2347 -2.0319 4.5836 -0.765 -0.766 -0.183 -0.085
C 4.4048 -0.7980 2.4674 -0.317 -1.196 -0.874 -0.094
N 4.8390 -3.6433 1.0540 -0.507 0.642 -0.144 -0.295
C 6.2437 -3.3799 1.2219 0.864 -0.281 0.812 -0.131
C 4.5411 -4.4907 -0.0844 -0.184 -0.943 0.309 -0.108
H 2.6568 -4.7091 5.1242 0.409 -0.098 -0.013 0.082
H 2.2809 -6.0192 3.9760 -0.285 0.081 0.003 0.086
H 1.7326 -4.3005 3.7182 -0.309 -0.472 -0.024 0.065
H 5.5552 -4.8817 4.1831 0.238 0.250 -0.391 0.076
H 5.3926 -5.8082 2.6555 0.017 0.119 -0.029 0.072
H 4.6744 -6.2968 4.1917 -0.699 -0.140 -0.405 0.086
H 4.8081 -2.8306 5.0575 -0.016 -0.042 -0.054 0.071
H 4.6134 -1.0862 4.9626 0.084 0.086 -0.253 0.069
H 3.1897 -2.1242 4.9005 0.066 0.093 0.359 0.080
H 3.3948 -0.4125 2.2939 0.224 0.711 0.447 0.064
H 5.1156 -0.1842 3.0119 -0.333 0.357 0.019 0.084
H 4.7987 -0.9658 1.4598 0.155 0.132 0.078 0.052
H 6.8155 -4.3134 1.1498 -0.023 -0.021 -0.287 0.083
H 6.6781 -2.6580 0.5241 -0.320 -0.048 -0.278 0.081
H 6.4901 -3.0181 2.2214 -0.379 0.152 -0.010 0.079
H 3.4712 -4.5870 -0.2514 -0.069 0.326 0.003 0.050
H 4.8914 -5.5120 0.1201 0.106 -0.047 -0.045 0.084
H 5.0323 -4.1882 -1.0094 -0.026 0.374 0.090 0.080
C -5.0702 -0.4765 -6.5427 -0.159 0.415 0.495 -0.052
C -4.1137 0.7208 -6.4411 -0.248 -1.362 -1.245 -0.200
O -3.3921 0.6323 -5.2201 -0.006 0.547 0.282 0.016
C -2.2362 -0.0301 -5.1670 -0.411 -0.477 -0.250 -0.621
O -1.6727 -0.5490 -6.0937 0.226 0.098 -0.294 0.123
O -1.8808 -0.0804 -3.9011 -0.269 0.616 0.988 0.001
C -0.5530 -0.4146 -3.5391 1.156 -0.262 -0.575 -0.012
H -5.8406 -0.3080 -5.7892 -0.125 -0.463 -0.023 0.079
H -4.5470 -1.4140 -6.3562 0.105 0.086 0.216 0.072
H -5.5431 -0.6042 -7.5162 0.030 0.418 -0.070 0.077
H -4.6544 1.6614 -6.4395 0.074 0.086 0.185 0.123
H -3.4771 0.6665 -7.3254 0.473 0.351 0.320 0.118
H 0.1561 0.2771 -4.0056 -0.148 0.069 -0.068 0.084
H -0.2758 -1.4172 -3.8698 -0.238 -0.052 0.033 0.082
H -0.4201 -0.3210 -2.4647 -0.499 -0.054 0.016 0.082
C 4.2536 -1.0947 -1.3233 0.922 -0.529 -0.578 -0.055
C 4.0347 -0.3161 -2.6159 0.479 0.239 1.153 -0.195
O 3.2668 -1.1136 -3.5137 0.023 -0.257 0.018 0.052
C 2.9000 -0.4984 -4.6251 -1.107 0.608 -0.340 -0.609
O 3.1754 0.6231 -4.9628 0.580 0.262 0.180 0.121
O 2.0460 -1.2713 -5.2874 -0.096 -1.168 0.088 0.004
C 1.4461 -0.7144 -6.4388 0.186 1.194 -1.270 -0.053
H 5.1658 -0.7415 -0.8351 -0.352 0.614 0.253 0.075
H 4.5900 -2.1087 -1.5546 -0.558 -0.169 -0.165 0.061
H 3.4054 -1.1174 -0.6451 -0.034 0.031 -0.039 0.059
H 5.0000 -0.0627 -3.0556 -0.087 -0.065 -0.224 0.129
H 3.5228 0.6182 -2.3809 -0.161 -0.004 -0.300 0.124
H 2.1579 -0.0869 -6.9779 0.162 -0.078 0.160 0.083
H 0.5928 -0.0797 -6.2131 0.001 -0.150 0.372 0.059
H 1.1067 -1.4480 -7.1656 0.082 -0.622 0.601 0.104
C -7.8892 2.5828 0.8267 0.549 -0.245 -0.833 -0.056
C -6.5459 1.8392 0.7092 -0.918 -0.021 1.086 -0.221
O -5.5461 2.6139 0.0749 0.521 0.690 -0.429 0.041
C -4.8511 2.0746 -0.9347 -1.765 -0.865 0.122 -0.592
O -4.9730 0.9291 -1.2958 0.583 0.038 -0.187 0.110
O -4.1706 3.0272 -1.5113 0.917 1.460 0.209 0.035
C -3.4137 2.7480 -2.6653 0.548 -1.168 -1.376 -0.040
H -8.5438 1.8947 1.3603 -0.140 0.283 0.235 0.077
H -8.3444 2.7733 -0.1479 0.087 -0.135 -0.089 0.073
H -7.8051 3.5565 1.3056 0.069 -0.169 0.341 0.073
H -6.6999 0.8780 0.2238 0.214 0.097 -0.140 0.113
H -6.2007 1.6558 1.7271 0.121 -0.219 -0.128 0.109
H -3.8095 1.8627 -3.1649 -0.036 0.108 0.049 0.078
H -2.3495 2.5629 -2.5044 -0.136 -0.026 0.769 0.076
H -3.4118 3.5721 -3.3778 -0.589 0.316 0.378 0.090
C -5.6484 -3.0494 5.9591 -0.947 -0.052 0.589 -0.063
C -6.1075 -2.1373 4.8435 0.518 0.058 0.604 -0.214
O -5.4126 -2.5729 3.6744 0.117 -0.298 -0.094 0.035
C -5.2659 -1.6966 2.6864 -0.292 0.157 0.004 -0.620
O -5.6891 -0.5711 2.6892 -0.114 0.446 0.064 0.120
O -4.6006 -2.2730 1.7083 -0.129 -0.494 -0.361 0.023
C -4.3207 -1.4700 0.5667 1.435 1.000 -0.549 -0.030
H -5.9762 -4.0730 5.7742 0.482 -0.118 -0.183 0.079
H -6.1770 -2.7828 6.8804 0.032 0.222 -0.044 0.079
H -4.5877 -2.9545 6.1786 0.073 -0.178 -0.292 0.067
H -5.8359 -1.1121 5.0972 -0.074 0.063 -0.314 0.124
H -7.1847 -2.1963 4.6866 0.011 0.006 -0.110 0.128
H -3.9014 -2.0900 -0.2215 -0.369 -0.439 0.179 0.075
H -3.4924 -0.7935 0.8052 -0.042 0.032 0.240 0.092
H -5.0898 -0.8090 0.1793 -0.570 -0.515 0.376 0.064
C -2.7620 5.3738 1.9357 0.734 -0.628 -0.121 -0.049
C -1.5144 4.9832 1.1467 0.027 0.742 -0.385 -0.179
O -1.4455 5.8922 0.0199 -0.152 0.563 0.078 0.025
C -1.0985 5.4667 -1.1818 -0.899 -0.069 -0.167 -0.611
O -0.7815 4.3495 -1.4896 0.423 -0.689 0.005 0.098
O -1.2775 6.4660 -2.0318 -0.451 0.620 -0.086 0.013
C -1.2519 6.1458 -3.4302 0.610 0.420 -0.006 -0.021
H -3.0588 4.5555 2.5930 -0.065 -0.091 -0.107 0.073
H -3.5382 5.5505 1.1945 -0.258 0.279 0.360 0.085
H -2.5180 6.2116 2.5848 -0.413 0.340 -0.275 0.074
H -1.5567 3.9692 0.7518 0.305 -0.054 0.277 0.113
H -0.6131 5.2658 1.6905 0.092 -0.893 0.274 0.124
H -1.5450 7.0346 -3.9837 -0.018 0.186 0.317 0.099
H -1.9615 5.3636 -3.6877 0.254 -0.297 0.200 0.076
H -0.2164 5.9480 -3.6913 -0.187 -0.472 -0.381 0.065
C -1.1680 -2.0199 3.7361 0.450 0.083 0.198 -0.026
C -0.9463 -1.1574 4.9693 1.386 -0.572 -0.692 -0.205
O -1.8723 -1.4218 6.0171 -1.147 0.339 0.103 0.050
C -1.4175 -1.9804 7.1357 1.736 0.795 -0.228 -0.615
O -0.2680 -2.3048 7.3210 -0.070 -0.479 0.089 0.102
O -2.3583 -2.0027 8.0498 -1.173 0.197 -0.212 0.007
C -2.1263 -2.7088 9.2552 -0.514 -1.034 0.097 -0.036
H -0.5645 -1.5863 2.9360 0.023 -0.036 -0.019 0.060
H -2.1925 -2.0451 3.3689 -0.084 -0.110 0.227 0.075
H -0.7639 -3.0140 3.9306 -0.396 -0.196 -0.159 0.077
H -0.8851 -0.1197 4.6418 -0.877 0.256 0.648 0.104
H 0.0435 -1.3778 5.3744 0.014 0.011 -0.123 0.109
H -1.5432 -3.6110 9.0723 0.457 0.328 0.060 0.098
H -3.1048 -3.0894 9.5529 -0.039 0.342 0.130 0.094
H -1.7227 -2.0810 10.0450 0.233 0.056 -0.182 0.098
C 0.3111 1.3736 -0.1297 0.517 -0.283 1.899 -0.096
C -0.8431 0.5542 -0.1279 0.027 0.217 -1.508 -0.122
C -0.4549 -0.6983 0.2503 -0.355 -1.033 0.803 -0.158
N 0.8262 -0.6728 0.7554 -1.228 1.559 -1.328 0.041
C 1.2672 0.6292 0.5356 1.288 -0.611 -0.169 -0.148
H 0.3679 2.4176 -0.3930 0.025 0.016 0.012 0.074
H -1.7617 0.8923 -0.5875 -0.204 -0.481 0.130 0.092
H -0.9590 -1.6502 0.1873 -0.319 0.073 0.101 0.084
H 1.3482 -1.5261 0.9455 0.260 0.338 0.371 0.069
H 2.2712 0.8586 0.8657 -0.042 0.308 -0.226 0.084
```
Positions in Å, forces in eV/Å.

As for the net charge: 0. As for the gap between HOMO and LUMO: 8.148 eV. The LUMO energy comes out at 0.368 eV. The max |F| is 0.0595 Eh/bohr. The structure (SMILES) is CN(C)P(=O)(N(C)C)N(C)C.CN(C)P(=O)(N(C)C)N(C)C.CN(C)P(=O)(N(C)C)N(C)C.CN(C)P(=O)(N(C)C)N(C)C.CCOC(=O)OC.CCOC(=O)OC.CCOC(=O)OC.CCOC(=O)OC.CCOC(=O)OC.CCOC(=O)OC.c1cc[nH]c1. The molecular weight is 1408.5 g mol⁻¹. The electronic energy is -157528.5662 eV.